# 1
80
Properties=species:S:1:pos:R:3 method="wB97M-V/def2-TZVPD" spin_multiplicity=6 de_lowest_kj_mol=415.1 gap_ha="0.1534 / 0.2618" charge=-1 max_force_ev_per_a=5.47 homo_ev="-1.63 / -4.59"
Fe 0.29359 -0.46817 0.59837
N -0.75981 -0.10455 4.49436
N -2.66754 -0.17101 0.37434
C 1.46090 -1.59534 -0.65090
C 0.81546 -2.42916 0.33605
C 1.28270 -2.00844 1.63114
C 0.96477 -2.63093 2.97267
H 0.29712 -3.49344 2.85110
H 0.44491 -1.89826 3.64074
H 1.88003 -2.94246 3.48714
C 2.21033 -0.93740 1.44625
C 3.04647 -0.35861 2.54428
H 3.94455 -0.98168 2.69206
H 2.50638 -0.33037 3.50257
H 3.38458 0.65921 2.30711
C 2.31983 -0.67557 0.04849
C 3.37029 0.17178 -0.58898
H 3.56736 1.07327 0.00381
H 3.06406 0.47299 -1.59716
H 4.31683 -0.38615 -0.67584
C -0.00604 -3.64302 0.05791
H 0.63052 -4.54169 0.01400
H -0.51867 -3.55067 -0.90639
H -0.76038 -3.80353 0.83850
C 1.49653 -1.84543 -2.12070
H 1.65400 -0.90073 -2.65621
H 0.54770 -2.27377 -2.46105
H 2.30832 -2.53898 -2.39822
C -0.95814 0.79835 5.43668
H -0.56489 0.51003 6.42681
C -1.61632 2.02737 5.18965
H -1.70271 2.73173 6.03847
C -2.17356 2.27340 3.91693
H -2.71798 3.22376 3.75934
C -1.97788 1.31550 2.92917
H -2.44326 1.42755 1.95109
C -1.12105 0.18491 3.21234
C -0.42300 -0.83961 2.47398
H -1.15100 -1.65810 2.37993
C -1.59700 -0.40124 -0.43394
C -3.68712 -0.94492 0.03283
H -4.34997 -1.22652 0.85695
C -3.59398 -1.16673 -1.33459
H -4.42580 -1.42451 -1.97357
N -2.28043 -0.79836 -1.64088
C -1.76258 -0.95333 -2.90642
C -2.08269 -2.12585 -3.58900
C -1.63176 -2.28592 -4.92756
H -1.86795 -3.22558 -5.44165
C -0.90078 -1.26729 -5.54614
C -0.42678 -1.44618 -6.95573
H 0.55306 -0.98160 -7.08095
H -1.11690 -0.98513 -7.67066
H -0.35692 -2.51079 -7.18797
C -0.62182 -0.06848 -4.86349
H -0.06872 0.74442 -5.34333
C -1.07987 0.10136 -3.52454
C -0.89151 1.39590 -2.80825
H -1.84094 1.83544 -2.45789
H -0.41094 2.11986 -3.47736
H -0.25460 1.26929 -1.91865
C -2.84175 -3.23271 -2.93318
H -3.89529 -2.97919 -2.73563
H -2.38464 -3.57566 -1.98743
H -2.85216 -4.08591 -3.62131
N 2.08787 5.94552 3.36042
C 1.91098 5.60017 2.04935
O 2.02693 6.46353 1.16002
C 1.52540 4.19283 1.72362
C 1.24421 3.23426 2.70131
C 0.93116 1.93298 2.32199
N 0.75916 1.52643 1.03687
C 1.08933 2.44102 0.08385
C 1.40192 3.76713 0.39084
H 2.46781 6.83343 3.55153
H 2.23003 5.22349 4.09983
H 1.26006 3.46028 3.76469
H 0.80291 1.18684 3.10748
H 1.12513 2.08974 -0.94994
H 1.56194 4.45918 -0.43136

=====

# 2
99
Properties=species:S:1:pos:R:3 method="wB97M-V/def2-TZVPD" gap_ha=0.1229 charge=+1 max_force_ev_per_a=2.38 homo_ev=-12.12
Hg 16.18532 -54.85970 24.94405
C 16.03442 -52.75593 21.06692
C 15.72115 -52.52297 22.53944
O 16.36137 -53.56561 23.25606
H 15.50369 -52.01238 20.47785
H 15.76331 -53.77989 20.79663
H 17.11606 -52.81685 20.94195
H 14.64124 -52.60130 22.72512
H 16.17303 -51.59730 22.90329
C 14.65682 -56.64009 20.82801
C 13.62551 -55.54806 20.65390
O 12.64429 -55.96779 19.73670
S 13.30945 -57.07412 18.74832
O 13.88559 -56.36501 17.66445
O 12.39537 -58.11780 18.54898
O 14.53296 -57.51276 19.72387
H 14.45672 -57.25361 21.71442
H 15.62082 -56.18186 21.07182
H 14.06008 -54.63594 20.23439
H 13.27877 -55.20861 21.63313
C 18.86144 -52.97945 18.20841
C 18.09576 -54.27621 18.52930
O 18.93702 -55.41040 18.25763
S 20.44744 -54.92992 18.09724
O 21.09923 -55.55701 17.02166
O 21.05930 -54.88876 19.37923
O 20.06232 -53.44169 17.60195
H 19.12908 -52.53354 19.16513
H 18.29705 -52.39771 17.49012
H 17.17267 -54.52220 18.00276
H 17.80676 -54.40149 19.57581
C 16.32262 -49.47225 18.93518
C 15.48993 -48.91600 19.89329
C 16.02156 -48.53300 21.11020
C 17.34480 -48.81096 21.38913
C 18.22618 -49.30762 20.43653
C 17.67029 -49.66453 19.22145
N 17.83219 -48.53691 22.73511
O 17.06452 -48.81183 23.64791
O 18.88005 -47.95203 22.89987
H 15.99676 -49.81189 17.96057
H 14.46806 -48.64581 19.66240
H 15.44270 -48.04267 21.88172
H 19.23829 -49.47718 20.77901
H 18.34272 -50.07067 18.47681
C 14.44560 -52.24748 26.72147
C 15.17028 -51.47580 25.81041
C 14.70473 -50.22576 25.45295
C 13.55985 -49.70382 26.02364
C 12.82111 -50.45621 26.91149
C 13.27877 -51.72068 27.24608
N 13.11883 -48.38194 25.59874
O 13.75133 -47.77690 24.75397
O 12.04799 -47.98724 26.01905
H 14.72792 -53.27286 26.94409
H 16.16510 -51.78428 25.50719
H 15.31534 -49.58139 24.83479
H 11.83568 -50.16319 27.24410
H 12.65920 -52.28336 27.93268
C 8.74882 -49.38017 24.19739
C 9.16648 -48.17453 23.63153
C 10.33239 -48.15250 22.88545
C 11.13096 -49.29511 22.90402
C 10.68714 -50.48836 23.42850
C 9.49047 -50.54179 24.13195
N 12.45120 -49.19013 22.30063
O 13.19803 -50.16769 22.33599
O 12.80808 -48.13962 21.81862
H 7.75593 -49.33246 24.62997
H 8.53868 -47.29664 23.65308
H 10.64015 -47.31206 22.28178
H 11.36229 -51.30983 23.21967
H 9.25234 -51.50392 24.56213
C 12.45108 -51.96322 19.52288
C 12.18909 -50.81646 18.78379
C 10.96946 -50.16039 18.84124
C 10.02928 -50.65607 19.73251
C 10.27849 -51.81294 20.43752
C 11.52092 -52.42722 20.44090
N 8.72977 -49.98954 19.92471
O 7.93336 -50.50073 20.68266
O 8.51509 -49.01461 19.23507
H 13.37895 -52.48380 19.32387
H 12.85565 -50.41910 18.02688
H 10.76053 -49.34845 18.16100
H 9.49737 -52.09108 21.13527
H 11.75076 -53.21723 21.14015
O 19.88447 -53.99514 25.91492
C 19.76844 -53.17819 25.03994
O 19.38576 -51.93159 25.35785
C 19.27027 -51.05404 24.19615
C 19.74073 -51.90169 23.00826
C 20.01015 -53.31238 23.55736
H 19.95330 -50.24090 24.43075
H 18.23359 -50.73659 24.25899
H 20.66027 -51.51153 22.57699
H 18.99886 -51.88897 22.20644
H 21.05174 -53.57039 23.36294
H 19.46490 -54.09558 23.03170

=====

# 3
85
Properties=species:S:1:pos:R:3 method="wB97M-V/def2-TZVPD" spin_multiplicity=6 de_lowest_kj_mol=0.0 gap_ha="0.2552 / 0.1664" charge=+2 max_force_ev_per_a=7.56 homo_ev="-12.17 / -13.47"
Ir -1.07694 1.26269 -2.55130
C -1.95977 1.87035 -4.18925
C -1.52073 0.44803 -4.26654
C -0.33503 0.11052 -5.13418
C 0.97171 0.68424 -4.55811
C 0.79777 1.17945 -3.13813
C 0.33094 2.55017 -2.86012
C 0.02265 3.46747 -4.01494
C -1.17840 2.97443 -4.85645
C 1.89349 0.42243 1.36708
H -3.04764 2.00995 -4.16654
H -2.33837 -0.28235 -4.26507
H -0.49441 0.46229 -6.15887
H -0.25730 -0.98089 -5.19571
H 1.72054 -0.11763 -4.53827
H 1.38369 1.47455 -5.19796
H 1.56696 0.84008 -2.43326
H 0.79272 3.00634 -1.97882
H 0.90641 3.61919 -4.64170
H -0.22340 4.45247 -3.60366
H -1.87235 3.81443 -4.96797
H -0.87020 2.69589 -5.86844
H 1.17769 1.06300 0.81302
H 2.70284 1.05126 1.77056
H 1.34656 0.00587 2.22685
P 2.56345 -0.86001 0.34543
P -0.32551 -0.31641 -0.45465
N 3.85361 -0.02622 -0.44917
N 3.40070 -1.91147 1.41137
N -2.80772 1.48584 -1.47139
N -1.55568 -1.25183 0.41031
C 1.89075 -1.94729 -0.93260
C 0.44216 -1.65674 -1.40495
C 4.00194 1.35700 -0.57457
C 5.13018 1.61111 -1.33199
C 5.67653 0.34862 -1.72571
C 4.87381 -0.64009 -1.18449
C 3.80016 -1.61940 2.72319
C 4.67291 -2.60855 3.14905
C 4.81690 -3.54943 2.08185
C 4.03996 -3.09892 1.02939
C -3.02615 2.38748 -0.45298
C -4.40968 2.44608 -0.19184
C -5.03986 1.52809 -1.06947
C -4.01994 0.94739 -1.84719
C -2.91371 -1.52856 0.27860
C -3.34994 -2.24455 1.39226
C -2.21338 -2.42106 2.24314
C -1.13235 -1.82909 1.61677
H 1.94979 -2.98165 -0.56211
H 2.57983 -1.89180 -1.79135
H 0.44072 -1.40536 -2.47975
H -0.19194 -2.54653 -1.26448
H 3.30796 2.02477 -0.08945
H 5.51224 2.58842 -1.58575
H 6.55447 0.19042 -2.33433
H 4.93389 -1.71808 -1.23784
H 3.40044 -0.75987 3.23553
H 5.15525 -2.65528 4.11114
H 5.42061 -4.44710 2.08263
H 3.85045 -3.52595 0.05558
H -2.21358 2.91513 0.02788
H -4.87570 3.10359 0.52726
H -6.09463 1.30085 -1.16484
H -4.09332 0.19801 -2.62965
H -3.45170 -1.22717 -0.60723
H -4.35377 -2.59306 1.59665
H -2.17386 -2.89219 3.21438
H -0.09350 -1.77010 1.90494
O 0.90298 0.37395 5.84528
S 0.16765 -0.28633 4.81322
O 0.59672 -1.62796 4.42776
N -0.10415 0.62417 3.48322
C -1.40294 0.84123 3.14175
O -1.79615 1.32180 2.05763
C -2.29317 0.31209 4.22567
C -3.68693 0.19274 4.21911
C -4.30709 -0.53575 5.23941
C -3.54741 -1.15992 6.24802
C -2.14786 -1.07563 6.22788
C -1.56150 -0.34423 5.19655
H -4.24009 0.66548 3.40723
H -5.39523 -0.62642 5.25842
H -4.04588 -1.72129 7.04149
H -1.51121 -1.54717 6.97557

=====

# 4
84
Properties=species:S:1:pos:R:3 method="wB97M-V/def2-TZVPD" de_lowest_kj_mol=85.8 gap_ha=0.2791 charge=+1 max_force_ev_per_a=1.19 homo_ev=-10.78
Ir 0.20093 -0.44470 -1.44735
C 0.27888 -3.27884 -2.69407
O 1.04250 -2.38507 -1.85264
C 2.44173 -2.49374 -2.10469
C 3.06237 -1.27824 -1.48981
O 2.40448 -0.07534 -1.92633
C 3.23333 0.76562 -2.74090
C 3.08538 0.55669 -4.23229
O 1.79867 0.94216 -4.67567
C 1.75298 2.33235 -4.99451
H 0.48754 -4.30619 -2.39367
H 0.55699 -3.12803 -3.73659
H -0.77388 -3.05235 -2.57929
H 2.60126 -2.55039 -3.18298
H 2.81019 -3.40790 -1.63370
H 4.11782 -1.25256 -1.76971
H 2.97727 -1.32916 -0.40537
H 4.27151 0.61651 -2.43297
H 2.95982 1.79367 -2.49976
H 3.25730 -0.48397 -4.51444
H 3.84026 1.16399 -4.74196
H 2.60855 2.60779 -5.61630
H 1.75267 2.94895 -4.09028
H 0.84111 2.51550 -5.55155
O -1.35596 1.65499 -4.36683
S -1.32765 0.82418 -3.22098
O -0.61234 1.39500 -2.00023
O -0.61660 -0.48453 -3.36753
C -2.95674 0.42390 -2.71048
C -4.01953 0.77193 -3.52469
C -5.30373 0.41291 -3.13685
C -5.50014 -0.28037 -1.95337
C -4.42314 -0.61169 -1.13854
C -3.13050 -0.26298 -1.50482
P -1.75295 -0.52534 -0.33228
C -1.93723 0.86589 0.79598
C -1.49012 0.77676 2.11350
C -1.60571 1.86499 2.96048
C -2.15603 3.05079 2.49569
C -2.59663 3.14952 1.18370
C -2.49108 2.06099 0.33288
C -2.09551 -2.01922 0.61159
C -3.04336 -1.99961 1.63782
C -3.33697 -3.16182 2.33194
C -2.68434 -4.34549 2.01824
C -1.72961 -4.36650 1.01280
C -1.43367 -3.20633 0.31538
H -3.83557 1.30963 -4.44491
H -6.14615 0.67317 -3.76296
H -6.50010 -0.56079 -1.65070
H -4.60236 -1.14111 -0.21263
H -1.02884 -0.13115 2.47443
H -1.23787 1.79034 3.97535
H -2.23817 3.90300 3.15801
H -3.02139 4.07464 0.81798
H -2.83872 2.15424 -0.68656
H -3.54722 -1.07903 1.90348
H -4.07098 -3.13866 3.12635
H -2.91015 -5.24871 2.56950
H -1.20345 -5.28300 0.78149
H -0.65883 -3.21785 -0.43109
C 2.68804 2.97368 5.75113
C 2.46303 2.04543 4.58859
C 2.26189 0.68617 4.78621
C 2.04625 -0.18590 3.72403
C 1.85058 -1.65377 4.00609
C 2.00551 0.33759 2.42753
C 2.18849 1.70636 2.20081
C 2.13827 2.29881 0.81492
C 2.43252 2.53431 3.28726
C 1.73469 -0.59267 1.27978
O 2.32670 -1.64348 1.13676
O 0.79619 -0.15039 0.46672
H 3.00051 2.42657 6.63968
H 1.77306 3.51646 5.99962
H 3.45259 3.71520 5.51914
H 2.28625 0.28769 5.79523
H 1.68824 -1.81693 5.07111
H 2.72227 -2.22760 3.69368
H 0.99901 -2.06828 3.46114
H 2.80405 1.76319 0.13370
H 2.44057 3.34510 0.83814
H 1.13150 2.24041 0.39992
H 2.59947 3.59260 3.11456

=====

# 5
80
Properties=species:S:1:pos:R:3 method="wB97M-V/def2-TZVPD" spin_multiplicity=6 de_lowest_kj_mol=0.0 gap_ha="0.2630 / 0.2559" charge=0 max_force_ev_per_a=5.53 homo_ev="-6.50 / -8.73"
O 4.42684 2.32312 -0.10518
C 5.60904 1.81751 -0.89441
C 6.53014 2.99072 -0.68160
H 5.37716 1.75061 -1.96808
H 5.92411 0.85589 -0.45441
C 5.32978 3.44766 0.16608
H 6.65869 3.58473 -1.59412
H 7.45165 2.80524 -0.12165
C 4.79560 4.74859 -0.38175
H 4.43825 4.59346 -1.40632
H 5.59628 5.50252 -0.39799
H 3.98349 5.07993 0.26908
C 5.69651 3.54796 1.63133
H 6.10450 2.60682 2.01130
H 4.80014 3.82575 2.19055
H 6.45266 4.32940 1.77298
Ru 0.65203 0.67372 0.50575
C -0.10236 -0.60425 2.33853
C 0.24734 -1.82193 1.69082
C 1.54943 -1.73142 1.19007
H -0.36334 -2.72602 1.70882
C 2.11380 -0.46228 1.59467
C 1.09851 0.19174 2.42311
H 1.27252 1.04377 3.07112
H -1.05158 -0.36945 2.80383
H 2.10157 -2.50955 0.66775
H 3.15185 -0.13786 1.52526
C -1.47245 2.14782 0.38733
C -0.44801 2.37546 1.37942
C 0.76915 2.72854 0.67793
H -0.60268 2.37555 2.45457
C 0.50701 2.56400 -0.74034
C -0.89714 2.29091 -0.90010
H -1.41910 2.23975 -1.84767
H -2.51145 1.92805 0.61932
H 1.64455 3.19158 1.10896
H 1.23089 2.73957 -1.52013
O 3.98639 1.13022 -3.26377
C 3.08034 0.69931 -2.20606
C 3.64708 -0.58581 -1.63039
H 2.07802 0.52077 -2.63909
H 2.98306 1.47342 -1.44488
C 4.21335 -1.27522 -2.86714
H 2.88802 -1.16572 -1.10592
H 4.41147 -0.30055 -0.90027
C 4.47134 -0.10508 -3.87164
H 3.41661 -1.90278 -3.30338
H 5.11220 -1.87770 -2.66979
H 3.87885 -0.30295 -4.79650
H 5.55130 0.01201 -4.08658
O 0.66912 -1.25694 -2.53959
C -0.39586 -1.29734 -1.94565
N -1.47743 -2.06960 -2.33748
C -2.59070 -1.99592 -1.44392
C -2.01489 -1.01328 -0.41108
O -2.64813 -0.67774 0.58771
N -0.74938 -0.65161 -0.77184
C -3.80194 -1.51444 -2.22999
C -4.22574 -0.18941 -2.32177
C -5.35342 0.10154 -3.11005
C -6.01715 -0.91256 -3.81089
C -5.54418 -2.22942 -3.76296
C -4.43765 -2.51479 -2.97370
C -2.92294 -3.38709 -0.84509
C -4.19153 -3.69258 -0.32245
C -4.44373 -4.94837 0.22188
C -3.42275 -5.90819 0.25795
C -2.23328 -5.67363 -0.43699
C -1.96905 -4.40041 -0.95434
H -1.45649 -2.53783 -3.24100
H -3.70614 0.59973 -1.76608
H -5.71252 1.13566 -3.16589
H -6.91451 -0.69903 -4.39585
H -6.00406 -3.05539 -4.30725
H -4.10093 -3.54710 -2.87259
H -4.99983 -2.95877 -0.38652
H -5.43565 -5.17875 0.62989
H -3.56074 -6.84207 0.80915
H -1.48310 -6.45462 -0.57474
H -1.02503 -4.19602 -1.46404